Density functional theory data (ωB97M-V/def2-TZVPD) for a molecular structure, C38H50MoNP3Se2 at a distorted geometry.

Structure (ORCA input):
```
! RIJCOSX wB97M-V def2-TZVPD def2/J DEFGRID3
* xyz 2 3
Mo 0.0756 0.2179 0.1664
C -2.7860 2.6071 -2.0203
C -3.2807 1.4362 -1.1752
C -3.7827 1.8932 0.1954
P -1.9982 0.1046 -1.0680
C -1.7606 -0.4278 -2.8253
C -3.0401 -0.8700 -3.5289
C -0.7108 -1.5395 -2.8566
C -2.7840 -1.2627 -0.1822
C -4.0494 -1.7562 -0.4540
C -4.5464 -2.8724 0.2197
C -5.9277 -3.3897 -0.0419
C -3.7144 -3.4984 1.1499
C -2.4621 -3.0031 1.4543
C -1.9925 -1.8478 0.8215
N -0.7594 -1.2409 1.0959
C 0.0496 -1.7155 2.1599
C -0.4242 -1.8205 3.4669
C 0.4095 -2.2887 4.4620
C 1.7270 -2.6694 4.1925
C 2.6132 -3.1879 5.2860
C 2.2046 -2.5132 2.8957
C 1.3917 -2.0266 1.8765
P 1.9480 -1.5463 0.1998
C 2.5179 -3.0665 -0.7053
C 3.3241 -4.0214 0.1746
C 1.3220 -3.8132 -1.3064
C 3.4446 -0.4496 0.4687
C 3.2004 0.4817 1.6577
C 4.8169 -1.1077 0.5807
H -3.5323 3.4022 -2.0208
H -2.5984 2.3244 -3.0560
H -1.8684 3.0144 -1.5994
H -4.1040 0.9392 -1.6961
H -3.1260 2.6532 0.6124
H -3.8556 1.0652 0.9034
H -4.7746 2.3345 0.0945
H -1.3576 0.4555 -3.3273
H -3.4462 -1.7738 -3.0738
H -2.7976 -1.1047 -4.5660
H -3.8077 -0.0962 -3.5413
H -1.0275 -2.3708 -2.2227
H 0.2574 -1.1699 -2.5118
H -0.5882 -1.9145 -3.8735
H -4.6696 -1.2736 -1.1994
H -6.4052 -2.8613 -0.8640
H -6.5446 -3.2661 0.8502
H -5.9075 -4.4555 -0.2716
H -4.0609 -4.3934 1.6517
H -1.8464 -3.5125 2.1826
H -1.4402 -1.5209 3.6930
H 0.0308 -2.3675 5.4736
H 2.0383 -3.7438 6.0245
H 3.0919 -2.3557 5.8077
H 3.3977 -3.8313 4.8921
H 3.2343 -2.7726 2.6853
H 3.1454 -2.6713 -1.5100
H 2.6923 -4.4529 0.9515
H 4.1964 -3.5624 0.6321
H 3.6775 -4.8384 -0.4554
H 0.5382 -3.9712 -0.5604
H 1.6507 -4.7949 -1.6477
H 0.9027 -3.2935 -2.1621
H 3.4447 0.1603 -0.4414
H 3.2578 -0.0506 2.6062
H 2.2125 0.9555 1.6173
H 3.9480 1.2752 1.6661
H 4.9118 -1.7063 1.4866
H 5.5681 -0.3173 0.6344
H 5.0599 -1.7197 -0.2873
Se -0.5329 2.1185 1.7631
P 0.7330 3.2221 0.3024
Se 1.1170 1.9797 -1.4686
C -0.1159 4.7796 -0.0509
C -0.5437 5.5319 1.0430
C -1.1570 6.7525 0.8230
C -1.3497 7.2098 -0.4753
C -0.9217 6.4566 -1.5577
C -0.2961 5.2359 -1.3505
C 2.3300 3.6456 1.0548
C 3.4591 3.7482 0.2466
C 4.6748 4.0988 0.8134
C 4.7610 4.3393 2.1776
C 3.6302 4.2458 2.9778
C 2.4094 3.8993 2.4220
H -0.4087 5.1694 2.0548
H -1.4827 7.3496 1.6640
H -1.8330 8.1635 -0.6403
H -1.0698 6.8219 -2.5650
H 0.0614 4.6477 -2.1871
H 3.3896 3.5659 -0.8171
H 5.5546 4.1818 0.1892
H 5.7117 4.6088 2.6182
H 3.7027 4.4396 4.0398
H 1.5324 3.8150 3.0520
*
```

Computed properties:
M (g/mol): 867.6
Kohn-Sham gap (spin up / spin down) (eV): 6.05 / 7.26
HOMO energy (spin up / spin down) (eV): -13.259 / -13.507

=====

Density functional theory data (ωB97M-V/def2-TZVPD) for a molecular structure, C38H50N8NiO2PS2Se.

Structure (ORCA input):
```
! RIJCOSX wB97M-V def2-TZVPD def2/J DEFGRID3
* xyz 1 1
Ni -0.7642 -0.2265 -0.0438
O 2.1984 -0.5914 3.0787
S 0.8701 -0.0541 2.9043
O -0.0782 -0.1880 3.9954
N 0.1717 -0.8162 1.5945
C 0.0284 -2.1989 1.8703
C 0.5698 -2.9026 2.9378
C 0.3805 -4.2856 3.1047
C -0.3538 -5.0262 2.2285
C -0.9527 -4.3633 1.1414
C -1.7433 -5.0491 0.1946
C -2.3106 -4.3665 -0.8402
C -2.0880 -2.9835 -0.9216
N -1.3666 -2.3072 -0.0607
C -0.7766 -2.9662 0.9725
C 1.1269 1.7005 2.7546
C 2.4427 2.1386 2.7937
C 2.7151 3.4934 2.8810
C 1.6730 4.4083 2.9310
C 0.3601 3.9600 2.9555
C 0.0866 2.6021 2.8997
H 1.1742 -2.4098 3.6774
H 0.8455 -4.7575 3.9605
H -0.4903 -6.0926 2.3503
H -1.8824 -6.1176 0.3059
H -2.9093 -4.8617 -1.5924
H -2.5046 -2.4251 -1.7466
H 3.2409 1.4141 2.7726
H 3.7437 3.8310 2.9133
H 1.8843 5.4684 2.9961
H -0.4560 4.6642 3.0600
H -0.9258 2.2598 3.0274
C -3.9104 1.1629 3.9608
C -3.2105 1.4467 2.6771
C -3.2410 2.5339 1.8265
C -2.2965 2.2721 0.8190
N -1.7519 1.0756 1.0279
N -2.3226 0.5855 2.1534
C -1.8420 3.1849 -0.2668
H -4.3213 2.0805 4.3747
H -3.2178 0.7339 4.6857
H -4.7302 0.4582 3.8143
H -3.8286 3.4289 1.9450
H -1.8716 -0.1960 2.6152
H -1.6323 4.1661 0.1611
H -2.6034 3.3033 -1.0380
H -0.9232 2.8209 -0.7230
C -2.7850 0.0643 -4.6993
N -3.7685 -0.1661 -3.6458
C -5.1387 0.1644 -4.0409
C -3.4206 -0.2193 -2.3406
S -1.8803 0.4117 -1.9326
N -4.3034 -0.7830 -1.4995
C -5.2184 -1.8372 -1.9213
C -4.3522 -0.4677 -0.0841
H -3.2246 -0.2620 -5.6407
H -1.8836 -0.5115 -4.5103
H -2.5187 1.1208 -4.7779
H -5.1140 1.0710 -4.6472
H -5.7513 0.3584 -3.1664
H -5.5903 -0.6348 -4.6297
H -4.9407 -2.2063 -2.9047
H -6.2557 -1.4983 -1.9437
H -5.1406 -2.6546 -1.2022
H -3.5826 0.2536 0.1460
H -4.1996 -1.3705 0.5106
H -5.3280 -0.0404 0.1590
C 4.6269 0.3814 0.8572
N 4.7294 1.8053 0.5786
C 5.8349 2.5879 0.8508
C 5.5497 3.8389 0.4395
N 4.2719 3.8079 -0.0846
C 3.5319 4.9431 -0.6008
C 3.7666 2.5559 -0.0020
Se 2.0734 2.0345 -0.4930
H 5.3288 0.1342 1.6509
H 4.8616 -0.1945 -0.0334
H 3.6169 0.1378 1.1757
H 6.7203 2.1825 1.3067
H 6.1341 4.7408 0.4680
H 4.1303 5.8393 -0.4569
H 2.5865 5.0322 -0.0671
H 3.3200 4.8035 -1.6593
C 1.2336 0.1745 -3.3139
P 0.9470 -0.9217 -1.8780
C 0.3229 -2.3892 -2.7950
C 2.6003 -1.5797 -1.4701
C 3.7282 -1.3186 -2.2452
C 4.9297 -1.9604 -1.9757
C 5.0241 -2.8492 -0.9130
C 3.9138 -3.0875 -0.1149
C 2.7086 -2.4596 -0.3956
H 1.7499 1.0823 -3.0143
H 0.2627 0.4410 -3.7325
H 1.8051 -0.3502 -4.0806
H 0.2623 -3.2525 -2.1342
H 1.0158 -2.6233 -3.6045
H -0.6636 -2.1907 -3.2156
H 3.6800 -0.6163 -3.0665
H 5.7948 -1.7610 -2.5955
H 5.9617 -3.3475 -0.7031
H 3.9808 -3.7655 0.7265
H 1.8495 -2.6567 0.2335
*
```

Computed properties:
M (g/mol): 883.6
Kohn-Sham gap (spin up / spin down) (eV): 6.62 / 6.62
HOMO energy (spin up / spin down) (eV): -9.187 / -9.187

=====

Density functional theory data (ωB97M-V/def2-TZVPD) for a molecular structure, C38H51BBeBr2CsF2N2NaO16S2 at a distorted geometry.

Structure (ORCA input):
```
! RIJCOSX wB97M-V def2-TZVPD def2/J DEFGRID3
* xyz 0 1
C 0.0604 0.8531 -3.5621
O -1.3792 0.6212 -3.6954
C -1.7856 -0.6797 -3.1523
C -2.8146 -0.5027 -1.8641
C -2.6066 -1.8344 -0.9611
C -3.5315 -1.8241 0.3287
N -3.3259 -0.6244 1.1719
C -3.3953 -0.9905 2.5833
C -1.9830 -0.9282 3.3389
C -0.7372 -1.1191 2.4176
S -0.4300 -2.8980 1.9877
C 1.3995 -2.8949 1.8490
S 2.0753 -2.1803 0.5339
N 2.0893 -3.5177 2.9553
C 2.2641 -2.5032 3.9941
C 1.7561 -2.7594 5.3345
C 1.9795 -1.7401 6.3303
C 2.6523 -0.4954 6.0610
C 3.1608 -0.2350 4.7332
C 2.9664 -1.2682 3.7251
C 3.3163 -4.1641 2.5756
C 4.5821 -4.0200 3.3632
C 5.7968 -4.7213 2.9638
C 5.8460 -5.5530 1.7924
C 4.6229 -5.7032 1.0217
C 3.4154 -5.0429 1.4188
H 0.6468 0.4608 -4.4253
H 0.4945 0.3611 -2.6158
H 0.2003 2.0021 -3.5430
H -0.9182 -1.3426 -2.8232
H -2.3118 -1.2182 -3.9973
H -2.5646 0.4334 -1.2256
H -3.8511 -0.4990 -2.2856
H -1.4980 -1.9050 -0.7214
H -2.8952 -2.7323 -1.5614
H -4.6178 -1.8378 0.0503
H -3.2980 -2.7806 0.8697
H -4.0775 -0.2367 3.0584
H -3.8945 -1.9811 2.7392
H -1.9252 0.0843 3.8062
H -1.9530 -1.6914 4.1483
H -0.7631 -0.5278 1.4851
H 0.1488 -0.7551 2.9931
H 1.2422 -3.6981 5.5939
H 1.6236 -1.9122 7.3628
H 2.8333 0.2829 6.8275
H 3.6894 0.6940 4.4466
H 3.3989 -1.0449 2.7297
H 4.6613 -3.4109 4.2802
H 6.7049 -4.6067 3.5868
H 6.7943 -6.0542 1.5492
H 4.6796 -6.3454 0.1212
H 2.5115 -5.2167 0.8104
O -5.9502 -2.5726 -2.5175
C -6.4367 -3.5646 -2.0031
O -6.0429 -3.9159 -0.7765
C -6.6518 -4.9692 -0.0116
C -6.1128 -6.3267 -0.4114
C -7.4065 -4.4263 -2.7546
H -7.7389 -4.9126 -0.0766
H -6.3928 -4.7692 1.0283
H -6.3231 -6.5548 -1.4561
H -6.5492 -7.1101 0.2084
H -5.0265 -6.3504 -0.2945
H -6.8568 -5.0608 -3.4522
H -8.0812 -3.7742 -3.3151
H -8.0337 -5.0480 -2.1221
C 5.1834 3.4886 1.9454
C 5.3367 4.5742 1.1792
C 4.6490 5.8647 1.5005
O 4.8372 6.8295 0.7821
C 3.7740 5.9044 2.6686
C 3.6182 4.8177 3.4322
C 4.3275 3.5365 3.1255
O 4.1658 2.5792 3.8629
O 2.8198 4.8208 4.5108
O 6.1120 4.5672 0.0872
H 5.6770 2.5521 1.7250
H 3.2692 6.8366 2.8813
H 2.8812 3.9237 4.8884
H 6.0511 5.4698 -0.2802
Na -3.8577 -2.3118 -4.1410
Cs -1.2770 1.4274 -1.1102
C 8.4084 7.2145 -0.3257
C 8.1866 8.7069 -0.4683
O 6.9333 8.9678 -1.0970
H 8.3848 6.7292 -1.3037
H 9.3679 7.0023 0.1490
H 7.6131 6.7677 0.2758
H 8.9672 9.1521 -1.0862
H 8.1996 9.1968 0.5110
H 6.2428 8.5825 -0.5440
Br 6.4549 12.9713 -3.8627
C 7.1232 12.0861 -2.2609
C 8.3382 12.7851 -1.7111
Br 9.9253 12.3977 -2.7716
H 7.3107 11.0500 -2.5266
H 6.3015 12.1292 -1.5479
H 8.5684 12.4205 -0.7108
H 8.2327 13.8667 -1.6832
B -10.3210 -1.0354 -3.8341
O -11.4150 -0.9345 -4.8260
C -11.7791 -2.1669 -5.1676
O -12.6455 -2.4352 -5.9557
C -10.9369 -3.1493 -4.4112
O -11.0042 -4.3476 -4.4775
O -10.0867 -2.4845 -3.6337
F -10.7051 -0.4329 -2.6149
F -9.1468 -0.4162 -4.3267
Be 3.2214 -5.7708 4.3905
C -8.5970 -4.7637 -6.8969
O -8.4270 -5.1702 -8.0716
O -8.0973 -5.6271 -5.9461
O -9.1214 -3.7260 -6.4822
H -7.7787 -6.2724 -6.6057
O 3.5216 -8.8141 0.1638
H 3.5564 -7.8705 0.3263
*
```

Computed properties:
M (g/mol): 1229.5
Kohn-Sham gap (eV): 1.06
HOMO energy (eV): -6.735

=====

Density functional theory data (ωB97M-V/def2-TZVPD) for a molecular structure, C38H51BrCuN3O5PSi4.

Structure (ORCA input):
```
! RIJCOSX wB97M-V def2-TZVPD def2/J DEFGRID3
* xyz -2 2
Cu -1.2241 -0.4729 0.0380
O 1.1539 0.9670 -1.3599
C 1.4835 -0.3246 -1.1090
C 2.7297 -0.7694 -0.5901
C 4.0801 -0.3823 -0.5834
C 5.0300 -1.2919 -0.1252
C 4.6733 -2.5478 0.3581
C 3.3126 -2.9173 0.4142
C 2.3701 -2.0357 -0.0372
P 0.5362 -1.9436 -0.2390
C 0.1090 -2.8050 -1.8008
C -0.5770 -2.1086 -2.7971
C -0.9379 -2.7329 -3.9774
C -0.6082 -4.0696 -4.1942
C 0.0820 -4.7681 -3.2172
C 0.4374 -4.1352 -2.0284
C 0.0635 -3.3526 1.0068
C -1.0628 -4.1720 0.8728
C -1.5788 -4.8891 1.9449
C -0.9736 -4.8272 3.1941
C 0.1572 -4.0332 3.3514
C 0.6558 -3.3075 2.2771
H 4.3891 0.5911 -0.9455
H 6.0799 -1.0151 -0.1500
H 5.4373 -3.2320 0.7078
H 3.0234 -3.8773 0.8299
H -0.8423 -1.0714 -2.6205
H -1.4883 -2.1810 -4.7304
H -0.8911 -4.5586 -5.1197
H 0.3434 -5.8088 -3.3740
H 0.9659 -4.6865 -1.2586
H -1.5661 -4.2254 -0.0850
H -2.4693 -5.4937 1.8047
H -1.3771 -5.3856 4.0312
H 0.6483 -3.9766 4.3188
H 1.5220 -2.6671 2.4226
C -1.7560 -0.6852 4.8226
N -0.6563 -0.3972 3.9195
C -0.7727 0.4253 2.8257
N -1.8603 1.2709 2.7881
O 0.1234 0.4616 1.9830
H -1.4088 -1.4061 5.5628
H -2.6148 -1.1116 4.3026
H -2.0581 0.2225 5.3503
H -0.0385 -1.1700 3.7203
H -2.7200 0.7960 3.0328
H -1.9499 1.6429 1.8442
Br -3.8270 -4.1065 -1.9065
C -4.9557 -3.7931 -0.4093
C -6.1053 -4.5783 -0.3654
C -6.9923 -4.4669 0.6912
C -6.7233 -3.5720 1.7173
C -5.5757 -2.8005 1.6608
C -4.6703 -2.8800 0.6023
C -3.4534 -1.9405 0.6574
O -3.2744 -1.3329 1.7286
O -2.7577 -1.8746 -0.3724
H -6.2937 -5.2754 -1.1707
H -7.8841 -5.0823 0.7105
H -7.4040 -3.4754 2.5546
H -5.3299 -2.0951 2.4432
O -4.2550 1.6396 -1.3989
C -3.1553 1.4281 -0.9714
N -2.0573 1.2938 -0.5302
C 0.4800 5.6228 -0.5783
Si -0.4790 3.9602 -0.7124
C -1.6894 4.2037 0.7147
C -1.4224 4.0212 -2.3432
Si 1.4043 2.5328 -0.8402
Si 2.6408 2.9087 1.1524
C 3.8373 1.5926 1.7405
C 3.6894 4.4648 0.8486
C 1.5547 3.3293 2.6284
Si 2.5382 3.1897 -2.8118
C 3.0459 5.0006 -3.0677
C 4.1156 2.2035 -3.1024
C 1.4119 2.7537 -4.2571
H -0.1340 6.4304 -0.9914
H 1.4406 5.6411 -1.0922
H 0.6702 5.8610 0.4724
H -1.9155 5.2744 0.7512
H -1.2787 3.9158 1.6814
H -2.6130 3.6494 0.5718
H -2.4639 4.2943 -2.1566
H -1.4269 3.0509 -2.8396
H -0.9812 4.7609 -3.0163
H 4.7040 1.4970 1.0846
H 3.3640 0.6118 1.8006
H 4.1833 1.8791 2.7387
H 4.1700 4.4697 -0.1321
H 4.4760 4.5184 1.6080
H 3.0823 5.3689 0.9215
H 1.2331 2.4228 3.1424
H 0.6566 3.8707 2.3382
H 2.1184 3.9562 3.3270
H 3.5530 5.4292 -2.2010
H 2.1800 5.6291 -3.2850
H 3.7293 5.0605 -3.9206
H 4.9011 2.4460 -2.3818
H 4.4828 2.4434 -4.1048
H 3.9367 1.1279 -3.0501
H 0.5977 3.4724 -4.3599
H 0.9641 1.7682 -4.1102
H 1.9820 2.7372 -5.1909
*
```

Computed properties:
ΔE to the lowest compared entry with this formula, charge and spin (eV): 0.212
M (g/mol): 916.6
Kohn-Sham gap (spin up / spin down) (eV): 4.56 / 4.88
HOMO energy (spin up / spin down) (eV): -0.272 / -0.586